(1)
23
Properties=species:S:1:pos:R:3 method="wB97M-V/def2-TZVPD" de_lowest_ev=4.973 homo_lumo_gap_ev=9.108 multiplicity=1 total_energy_ev=-14971.4542 total_charge=+1 homo_energy_ev=-12.29 lumo_ev=-3.183
C 0.5829 -0.3709 1.3019
C 1.5274 -0.9116 0.4934
C -0.4186 0.4941 0.9988
C 2.2592 -0.4539 -1.7645
C -0.8799 0.8874 3.3431
C 0.7358 -1.2438 -3.3877
N 1.5266 -0.8370 -0.8324
N -0.7977 0.6765 -0.2125
N -2.1950 1.2563 -0.3271
O -1.1824 1.1022 1.9845
O 1.9546 -0.6855 -2.9845
H 0.6589 -0.5841 2.3487
H 2.0548 -1.6994 0.9416
H 3.2212 0.1236 -1.6647
H -0.0316 1.3573 3.6685
H -0.9096 -0.1406 3.7690
H -1.8195 1.1993 3.8384
H 0.0251 -0.9563 -2.5587
H 0.6801 -2.2944 -3.4841
H 0.5160 -0.8259 -4.3786
H -2.6113 0.3851 -0.7012
H -2.4354 1.9822 -1.0946
H -2.4616 1.5394 0.7027

(2)
24
Properties=species:S:1:pos:R:3 method="wB97M-V/def2-TZVPD" de_lowest_ev=1.053 homo_lumo_gap_ev=10.326 multiplicity=1 total_energy_ev=-25809.8486 total_charge=+1 homo_energy_ev=-13.51 lumo_ev=-3.182
C 0.9803 -1.0361 2.5039
C 0.0789 -1.7289 1.7262
C 1.4523 0.2442 2.1363
C -0.2952 -1.0860 0.5607
C 0.9758 0.8284 0.9975
C 1.3785 2.1506 0.4526
N 0.1290 0.1122 0.2371
N -1.6517 -3.2180 -0.3402
N -0.5904 0.8969 -2.4380
O -2.6359 -0.8547 -0.8429
O -0.6622 -1.6494 -2.1222
S -1.4316 -1.6637 -0.7994
H 1.4977 -1.5131 3.2463
H -0.1151 -2.8538 1.8031
H 2.2782 0.6742 2.5525
H 1.4491 2.9391 1.1735
H 0.6507 2.3586 -0.2718
H 2.3617 2.1292 -0.0930
H -0.3830 1.0738 -1.5372
H -2.6339 -3.3713 -0.0432
H -1.4007 -3.7955 -1.1579
H 0.1075 1.1122 -3.2049
H -1.5490 1.1961 -2.7248
H -0.7201 -0.2021 -2.5532

(3)
23
Properties=species:S:1:pos:R:3 method="wB97M-V/def2-TZVPD" de_lowest_ev=0.894 homo_lumo_gap_ev="6.580 / 6.556" multiplicity=3 total_energy_ev=-13854.0854 total_charge=+1 homo_energy_ev="-9.42 / -13.87" lumo_ev="-2.838 / -7.311"
C -1.6299 -1.3899 -0.6392
C 0.4960 0.7430 -1.3313
C 1.0364 -0.9062 1.7885
C 0.4618 0.5483 1.6115
C 0.1976 -1.7726 0.8399
C -0.3944 0.4666 0.4079
N -2.2587 -1.8271 -1.4926
N -0.8504 -0.8869 0.2999
N 0.7748 -0.2890 -2.0503
N -1.4421 1.3188 0.3261
N 0.3969 1.9807 -1.6333
H 2.0903 -0.8020 1.4196
H 0.8799 -1.1695 2.7419
H -0.2880 0.7858 2.4330
H 1.2214 1.3359 1.5357
H 0.8417 -2.2670 0.1277
H -0.1877 -2.5638 1.3498
H 0.5915 -1.1130 -1.4982
H 0.7045 -0.4219 -3.0566
H -2.1030 0.9720 -0.2915
H -1.3639 2.2483 0.6659
H 0.4017 2.5913 -0.9034
H 0.4235 2.4183 -2.6509

(4)
20
Properties=species:S:1:pos:R:3 method="wB97M-V/def2-TZVPD" de_lowest_ev=1.165 homo_lumo_gap_ev=7.053 multiplicity=1 total_energy_ev=-9952.1806 total_charge=-1 homo_energy_ev=-3.08 lumo_ev=3.976
C -0.5252 -0.6298 3.1177
C -0.8495 -0.3186 1.8247
C -2.0498 -0.9803 1.3078
C -2.5811 -0.8838 0.0644
H -1.1694 -1.1655 3.8182
H 0.4103 -0.2786 3.5380
H -0.3865 0.4596 1.1932
H -2.5051 -1.6089 2.0625
H -3.5080 -1.3685 -0.1850
H -2.0449 -0.2736 -0.6790
C 1.7809 0.8447 -2.8071
N 2.0246 0.1002 -1.5751
C 1.2615 0.8027 -0.4126
O -0.0984 0.9768 -0.5338
H 0.7277 1.1394 -2.9288
H 2.1320 0.2132 -3.6293
H 2.3968 1.7549 -2.7696
H 1.6027 -0.8437 -1.5672
H 1.8178 1.7898 -0.4018
H 1.5636 0.2700 0.5628

(5)
20
Properties=species:S:1:pos:R:3 method="wB97M-V/def2-TZVPD" de_lowest_ev=2.821 homo_lumo_gap_ev=10.080 multiplicity=1 total_energy_ev=-9944.2836 total_charge=+1 homo_energy_ev=-13.89 lumo_ev=-3.806
C 2.0491 0.3257 -0.0920
C 1.0884 1.1804 -0.6735
C 1.5009 -1.1601 0.2382
C -0.6693 0.1228 -0.0292
C -1.4726 -0.3394 -1.1687
C -1.3576 1.0996 1.0260
N 0.0602 -1.0898 0.6421
O 3.1262 0.5494 0.3495
H 1.3368 2.1523 -0.2774
H 0.9950 1.1045 -1.8049
H 1.6630 -1.8217 -0.6285
H 2.0283 -1.6293 1.1211
H -1.0572 -0.7670 -2.0567
H -2.0551 0.5656 -1.3920
H -2.1578 -0.9772 -0.7653
H -1.6945 1.9901 0.4016
H -0.6374 1.2974 1.8334
H -2.3047 0.4644 1.2518
H -0.3534 -1.9699 0.2844
H -0.0882 -1.0977 1.7401

(6)
21
Properties=species:S:1:pos:R:3 method="wB97M-V/def2-TZVPD" de_lowest_ev=2.828 homo_lumo_gap_ev=9.728 smiles="C=C1SC[N@@H+](CC)[C@@H]1O" multiplicity=1 total_energy_ev=-20779.6436 total_charge=+1 homo_energy_ev=-12.67 lumo_ev=-2.937
C 2.4101 0.5555 0.0863
C 3.2269 1.5529 0.3714
C 1.0731 -1.6030 0.2510
C 0.6386 0.7651 0.1607
C -2.4424 -0.1712 -0.5851
C -1.2865 -0.9311 0.1673
N 0.1066 -0.5961 -0.2595
O 0.2268 1.5861 -0.8582
S 2.8128 -1.1043 -0.3953
H 4.2183 1.4946 0.2266
H 2.8207 2.4323 0.7834
H 1.2705 -1.6366 1.2484
H 0.8875 -2.5259 -0.1922
H 0.2734 0.8714 1.2354
H -2.2593 -0.4504 -1.6694
H -3.3475 -0.5041 -0.3120
H -2.3415 0.9178 -0.2791
H -1.3123 -1.9360 0.0836
H -1.2636 -0.8519 1.1952
H -0.0983 -0.3795 -1.2746
H 0.1522 2.4196 -0.3568